1.
Computed, not measured: C7H14N2O4S in the gas phase in a non-equilibrium geometry, with ωB97M-V/def2-TZVPD.

Geometry as XYZ:
```
28
Properties=species:S:1:pos:R:3:forces:R:3
C -1.980352 -3.222637 -0.926914 -3.3 -2.1 1.5
C -1.928913 -2.624505 0.278160 2.1 1.8 -0.3
C -0.949651 -1.650346 0.583788 -3.5 -2.8 -1.6
C 1.361371 2.049693 1.171641 2.6 -1.1 0.4
C -0.915006 2.447253 0.308388 -1.8 -0.7 2.4
C 0.100824 1.386914 0.677549 0.4 0.5 1.3
C 0.318607 0.314483 -0.335848 0.2 0.4 -5.4
N -0.698971 -0.684965 -0.380866 -1.3 2.4 -4.1
N 0.341108 1.047459 -1.961402 -0.1 -3.5 1.9
O 1.576530 -1.728030 -1.232266 -0.9 -3.5 -1.9
O -0.275874 -1.628122 1.594628 2.6 1.2 4.4
O 2.090638 -0.980099 1.056659 1.1 -0.4 0.9
O 2.868169 0.201091 -0.807269 3.9 3.0 -1.3
S 1.884713 -0.663752 -0.415249 -2.8 1.2 2.8
H -2.695785 -4.053217 -1.005697 0.5 0.4 -0.5
H -1.574595 -2.792566 -1.730222 1.7 1.2 -3.3
H -2.442717 -3.015956 1.074378 -0.8 -1.1 2.0
H 1.391075 2.050775 2.329926 -0.3 0.9 -2.0
H 1.540903 2.995534 0.594948 -0.1 -0.5 1.2
H 2.238081 1.360012 0.928432 -1.0 1.4 0.5
H -0.770294 2.667464 -0.691936 0.0 1.2 -1.8
H -1.001197 3.318222 1.007717 1.0 -0.6 -0.7
H -1.929326 2.066469 0.447284 -0.1 -0.4 -0.5
H -0.211399 0.739806 1.458759 -0.8 -0.1 1.3
H -1.438422 -0.567832 -1.170267 1.6 -0.3 1.6
H 0.895520 0.401977 -2.638029 -1.1 1.2 1.8
H 1.235885 -1.222245 1.521510 -0.7 -0.5 -0.2
H 0.969078 1.787115 -1.737798 0.7 0.9 -0.1
```
Positions in Å, forces in eV/Å.

Properties
E = -1083.51294 Ha
Relative energy (zero: lowest compared OMol25 entry of this formula, charge and spin) = 29.0 kcal/mol
Multiplicity = 3
Orbital gap (alpha / beta) = 6.1 / 5.2 eV


2.
Computed, not measured: 2 unconnected molecules or ions with the total composition C7H14N2S in a non-equilibrium geometry, with ωB97M-V/def2-TZVPD.

Geometry as XYZ:
```
24
Properties=species:S:1:pos:R:3:forces:R:3
C 1.201515 -2.915004 1.592120 -2.3 -0.1 2.1
C 0.231023 -1.742290 1.072218 -1.0 -1.6 -0.2
S 0.987260 -4.598111 0.898433 -0.3 0.4 -0.4
H 2.262905 -2.721945 1.599543 0.3 0.4 -0.7
H 1.020692 -3.069828 2.748593 0.0 0.6 -2.2
H 0.425160 -0.941543 1.746259 0.1 1.0 0.2
H -0.358191 -4.560365 0.745829 0.4 0.1 0.2
H -0.908900 -1.929113 1.161096 1.9 -0.4 0.5
H 0.239503 -1.404722 0.009661 1.0 -0.4 0.7
C 0.121444 2.735029 0.019677 -3.0 1.7 0.8
C 1.415362 2.596705 -0.664605 3.2 1.1 -1.1
C -0.863237 1.685782 -0.468740 0.0 2.1 -0.4
C -0.890894 1.325723 -1.809029 0.0 -0.9 1.6
C -2.146472 -0.030469 -0.501178 1.2 3.3 1.6
N -1.752237 1.000967 0.334399 1.1 -2.3 -2.4
N -1.672375 0.203024 -1.757891 -1.7 -4.6 -2.0
H 0.198925 2.608335 1.073228 0.5 -0.6 1.0
H -0.359835 3.823531 0.074685 1.1 -2.0 -0.9
H 1.452701 2.853263 -1.736589 -0.7 -0.2 0.2
H -0.390699 1.701851 -2.698601 -0.2 -0.3 0.4
H -2.596566 -0.905470 -0.051632 -0.4 0.0 -0.9
H -1.769263 -0.633285 -2.471640 0.4 2.9 1.6
H 1.936775 1.624840 -0.603510 -0.8 0.0 0.2
H 2.215401 3.293089 -0.312322 -0.8 -0.2 0.3
```
Positions in Å, forces in eV/Å.

Properties
E = -782.74873 Ha
Relative energy (zero: lowest compared OMol25 entry of this formula, charge and spin) = 51.8 kcal/mol
Orbital gap = 9.2 eV
SMILES string = CCc1c[nH]cn1.CCS


3.
Computed, not measured: 2 unconnected molecules or ions with the total composition C7H14N3 in a non-equilibrium geometry, with ωB97M-V/def2-TZVPD.

Geometry as XYZ:
```
24
Properties=species:S:1:pos:R:3:forces:R:3
C -3.159744 0.216088 -1.014113 2.1 0.2 -0.1
C -1.829962 -0.070200 -1.091944 -0.6 -0.4 0.7
C -2.507049 0.276634 1.061813 0.0 1.1 -2.1
C 0.111353 -2.755910 0.502239 -1.4 2.2 2.9
C 0.420763 2.489442 -0.613034 1.1 -0.1 -0.3
C 0.787521 -1.442043 0.149862 -1.0 0.5 2.2
C -0.169295 -0.403519 0.748486 1.2 -0.3 3.4
N -3.487923 0.502780 0.270389 -1.3 -0.1 2.2
N -1.369126 -0.053057 0.308684 0.6 -0.9 -3.1
N 0.941105 1.687812 0.468702 3.3 -1.7 -2.3
H -3.890298 0.388075 -1.765379 -0.2 -0.2 -0.7
H -1.241008 -0.347111 -1.968457 0.1 0.1 0.7
H -2.403032 0.643711 2.033875 0.0 -0.1 1.6
H 0.575845 -3.515902 0.055683 2.0 -3.1 -1.7
H -0.870286 -2.733791 0.171680 -2.1 -0.3 -0.7
H 0.047232 -2.958611 1.619565 0.4 0.4 -1.3
H -0.592960 2.668342 -0.607956 -2.8 -0.7 0.3
H 0.697697 3.506630 -0.486566 1.3 1.0 -0.4
H 0.706055 2.026538 -1.540479 0.2 0.3 -0.5
H 1.778911 -1.649876 0.537521 0.2 1.5 0.6
H 0.886201 -1.190727 -0.837591 0.1 -0.1 -2.8
H -0.163999 -0.380639 1.912048 0.2 0.2 -2.0
H 2.012940 1.857203 0.467073 -2.2 -0.9 0.0
H 0.666842 2.050334 1.295521 -1.2 1.5 3.5
```
Positions in Å, forces in eV/Å.

Properties
E = -439.03734 Ha
Net charge = +1
Relative energy (zero: lowest compared OMol25 entry of this formula, charge and spin) = 94.7 kcal/mol
Orbital gap = 8.8 eV


4.
Computed, not measured: a gas-phase ion, C7H14N3 (charge +1) in a non-equilibrium geometry, with ωB97M-V/def2-TZVPD.

Geometry as XYZ:
```
24
Properties=species:S:1:pos:R:3:forces:R:3
C -1.684190 -1.884397 0.388282 -3.2 2.0 3.3
C 0.972242 -0.524072 -0.803491 3.0 1.4 -1.0
C -1.539437 0.558545 0.129325 -1.9 -0.4 -0.2
C -2.164926 0.621369 -1.232268 0.6 -2.8 -0.3
C -1.105596 1.803658 0.732938 -0.2 1.2 2.7
C 3.147092 -0.595027 0.655327 -2.4 1.5 -0.3
C 2.372474 0.062245 -0.534444 -1.2 -1.0 1.5
N -0.520640 -2.109658 -0.081655 4.6 -0.6 -4.2
N 0.551351 -1.384498 -0.001506 -1.7 -2.4 2.6
N -1.727353 -0.517771 0.873760 -0.3 0.1 0.8
H -2.385606 -2.670779 0.716969 0.7 0.7 0.2
H 0.484926 -0.295380 -1.741187 -0.6 0.3 -0.1
H -3.163886 1.062053 -1.158890 0.3 0.4 -0.1
H -2.306856 -0.456386 -1.594360 0.1 1.5 0.3
H -1.490686 1.090576 -1.934855 -0.3 0.5 -0.3
H -0.756099 1.759309 1.820234 -0.7 -0.3 -1.3
H -1.876829 2.610798 0.676374 0.4 -0.7 -0.1
H -0.261314 2.185797 0.227110 1.0 0.5 -0.9
H 2.377254 -0.532895 1.478762 1.4 0.2 -0.2
H 3.998788 0.107052 0.724957 -0.1 -1.1 0.8
H 3.307137 -1.661386 0.539909 0.6 0.1 -0.3
H 2.923651 -0.026675 -1.410296 1.0 -0.3 -2.0
H 2.370624 1.141183 -0.364501 -0.6 0.1 0.0
H -1.522123 -0.343652 1.893503 -0.6 -0.7 -1.1
```
Positions in Å, forces in eV/Å.

Properties
E = -438.90666 Ha
Net charge = +1
Relative energy (zero: lowest compared OMol25 entry of this formula, charge and spin) = 39.3 kcal/mol
Multiplicity = 3
Orbital gap (alpha / beta) = 6.0 / 6.8 eV


5.
Computed, not measured: a gas-phase ion, C7H14N3O3 (charge +1) in a non-equilibrium geometry, with ωB97M-V/def2-TZVPD.

Geometry as XYZ:
```
27
Properties=species:S:1:pos:R:3:forces:R:3
C -1.088373 -1.209234 0.255780 4.8 1.7 2.9
C 0.501816 -1.327169 1.216612 -6.3 2.9 -3.7
C -0.632977 1.295028 0.101724 0.4 -2.1 -2.5
C -1.403872 0.118421 -0.481844 -0.1 -3.0 -0.6
C 0.880600 1.066690 0.188495 -2.8 -1.2 0.3
C -1.241858 -0.103994 -1.981204 1.1 -1.0 0.4
C 2.485934 2.695286 -0.483948 0.2 -6.4 -0.4
N 0.879919 -2.390463 1.603039 2.3 -2.3 0.8
N -1.860619 -2.230303 0.355167 -2.6 0.2 -2.7
N 1.025006 0.090290 1.417270 2.6 -1.7 -1.2
O -1.557677 -3.303583 1.028034 1.8 -2.1 2.3
O -2.938163 -2.275590 -0.269546 -0.3 0.2 -0.1
O 1.503140 2.222911 0.497368 1.0 0.2 -0.2
H -0.926644 2.087589 -0.539055 0.3 1.3 -0.2
H -1.024662 1.365056 1.034298 -1.0 1.2 3.0
H -2.474615 0.225815 -0.474966 -0.6 0.5 1.1
H 1.145287 0.333438 -0.629088 0.8 1.5 0.3
H -2.009754 -0.643582 -2.470355 -1.0 -1.6 0.4
H -0.309203 -0.580402 -2.270215 0.3 0.3 -0.2
H -1.455248 0.761125 -2.501866 0.6 2.6 -1.0
H 3.403137 1.962118 -0.393425 -1.3 2.1 -0.1
H 2.596206 3.688439 -0.387544 0.8 3.3 0.7
H 2.039126 2.438663 -1.439913 0.2 0.4 -0.4
H -2.062373 -4.123362 0.785385 -0.2 1.6 -0.5
H 1.805556 -2.520246 2.008751 -0.1 0.1 0.4
H 0.669949 0.379251 2.300000 -0.7 1.0 0.9
H 2.050364 -0.022191 1.531044 -0.4 0.2 0.3
```
Positions in Å, forces in eV/Å.

Properties
E = -664.60854 Ha
Net charge = +1
Relative energy (zero: lowest compared OMol25 entry of this formula, charge and spin) = 158.5 kcal/mol
Orbital gap = 9.1 eV
SMILES string = [H]/N=C1\[NH2+][C@H](OC)C[C@@H](C)\C1=[N+](/[O-])O


6.
Computed, not measured: a gas-phase ion, C7H14N3S (charge +1) in a non-equilibrium geometry, with ωB97M-V/def2-TZVPD.

Geometry as XYZ:
```
25
Properties=species:S:1:pos:R:3:forces:R:3
C -0.241338 -0.486304 -0.495099 -3.1 -1.1 1.4
C -1.373279 -1.389979 -0.824453 0.7 -1.5 -1.8
C -2.316248 -1.202233 0.325072 2.0 -0.3 3.3
C -2.150736 0.317699 0.591218 -2.2 -1.1 -1.7
C -0.157015 1.637208 0.652369 0.7 2.2 3.5
C -0.173731 2.564501 -0.547513 0.2 -3.0 -0.4
C 3.505027 -1.742792 0.310067 1.5 -0.6 1.2
N 0.994369 -0.726968 -0.822443 2.8 2.5 0.7
N -0.730264 0.351876 0.393778 1.2 2.7 -0.1
N 1.785768 0.347468 -0.540950 0.9 -3.6 -1.0
S 3.340041 -0.066406 -0.213017 -0.6 1.8 0.0
H -1.756247 -0.982249 -1.799742 -0.1 -0.5 0.7
H -1.018060 -2.440373 -0.988132 -0.4 1.0 0.0
H -3.278768 -1.553734 0.198594 -2.0 -0.5 -0.5
H -1.877974 -1.791244 1.277271 -0.9 1.3 -2.1
H -2.717201 0.806130 -0.357875 1.2 -0.3 2.4
H -2.429057 0.754613 1.600066 0.2 -0.7 -1.5
H -0.699113 2.103935 1.627771 1.1 -1.1 -2.4
H -1.095146 3.016808 -0.643740 -1.7 1.6 -0.2
H -0.100846 1.878124 -1.404769 0.2 0.5 -0.1
H 0.680313 3.168548 -0.555498 0.9 1.3 0.0
H 4.301957 -2.200709 -0.308206 -0.7 0.0 -0.1
H 2.535804 -2.261011 0.214464 0.7 0.0 0.5
H 4.058011 -1.688306 1.361810 -1.8 -0.1 -1.9
H 0.913736 1.585402 0.948957 -0.8 -0.5 0.1
```
Positions in Å, forces in eV/Å.

Properties
E = -837.21368 Ha
Net charge = +1
Relative energy (zero: lowest compared OMol25 entry of this formula, charge and spin) = 80.7 kcal/mol
Orbital gap (alpha / beta) = 7.7 / 7.7 eV